Run P
Density functional theory data (the ωB97M-V functional and the def2-TZVPD basis) for a cluster of 2 separate species, C5H15N3O in total.

SMILES	C=C(O)N(C)C.CNN
molecular weight	133.195	u
gap between HOMO and LUMO	8.4	eV

Each line ends with the natural charge from an NBO analysis.
Element x y z (Å)
C: -1.680 -0.971 -0.066  -0.68
C: -1.034 0.150 0.286  0.56
O: -1.098 0.625 1.575  -0.71
N: -0.487 1.119 -0.600  -0.46
C: -0.559 0.843 -2.011  -0.40
C: -0.499 2.516 -0.243  -0.40
H: -1.681 -1.358 -1.063  0.21
H: -2.166 -1.581 0.680  0.20
H: -1.495 -0.065 2.117  0.49
H: -1.593 0.797 -2.375  0.18
H: -0.078 -0.113 -2.218  0.20
H: -0.036 1.630 -2.554  0.20
H: -1.327 3.055 -0.737  0.18
H: 0.444 2.984 -0.544  0.19
H: -0.601 2.630 0.828  0.23
C: 1.613 -2.053 -0.021  -0.42
N: 1.417 -0.743 0.569  -0.47
N: 1.610 -0.802 2.016  -0.68
H: 0.749 -2.672 0.234  0.19
H: 2.529 -2.550 0.322  0.17
H: 1.652 -1.942 -1.101  0.20
H: 2.109 -0.079 0.199  0.35
H: 1.258 0.090 2.367  0.36
H: 0.952 -1.511 2.340  0.33

---

Run Q
Density functional theory data (the ωB97M-V functional and the def2-TZVPD basis) for a structure of composition C5H15N3O.

molecular weight	133.195	u
gap between HOMO and LUMO	8.2	eV

Each line ends with the natural charge from an NBO analysis.
Element x y z (Å)
C: 1.475 0.429 0.295  0.08
C: 0.931 1.818 -0.062  -0.65
N: 1.958 0.512 1.666  -0.86
N: 2.561 0.104 -0.626  -0.88
C: 0.482 -1.307 0.556  0.40
O: 1.142 -2.260 0.182  -0.71
H: 2.360 -0.374 1.956  0.36
H: 2.720 1.186 1.726  0.35
H: 2.276 0.240 -1.591  0.35
H: 2.816 -0.877 -0.521  0.38
H: 0.094 -1.152 1.570  0.13
H: 0.094 2.068 0.589  0.22
H: 1.719 2.572 0.043  0.23
H: 0.584 1.864 -1.098  0.20
C: -2.096 -0.695 0.142  -0.22
C: -3.096 -0.117 -0.852  -0.61
N: -0.772 -0.881 -0.456  -0.71
H: -0.014 -0.017 -0.503  0.49
H: -0.753 -1.526 -1.241  0.41
H: -2.445 -1.654 0.538  0.21
H: -1.977 -0.014 0.988  0.21
H: -4.071 0.004 -0.379  0.22
H: -3.226 -0.779 -1.711  0.21
H: -2.763 0.858 -1.210  0.21

---

According to the calculations, the structures order from most to least stable as run P, run Q.

---

Run P
Density functional theory data (the ωB97M-V functional and the def2-TZVPD basis) for the molecule C6H4N2O.

molecular weight	120.111	u
gap between HOMO and LUMO (spin up / spin down)	7.4 / 7.6	eV

Each line ends with the natural charge from an NBO analysis.
Element x y z (Å)
C: -1.542 -0.094 -1.252  -0.30
C: -1.075 -0.894 -0.184  -0.19
C: 0.609 1.100 -1.481  -0.27
C: 1.009 0.492 -0.307  -0.22
C: -0.738 0.889 -1.624  0.14
C: 0.163 -0.402 0.326  0.08
N: 0.730 -0.351 2.739  0.37
N: 0.344 -0.464 1.594  -0.17
O: 1.484 -0.772 3.575  -0.35
H: -2.347 -0.171 -1.838  0.23
H: -1.772 -1.516 0.314  0.23
H: 1.321 1.426 -2.188  0.24
H: 1.814 0.757 0.326  0.22

---

Run Q
Density functional theory data (the ωB97M-V functional and the def2-TZVPD basis) for the molecule C6H4N2O.

SMILES	O=C1C=C[C@H]2C=NN=C12
molecular weight	120.111	u
gap between HOMO and LUMO	8.9	eV

Each line ends with the natural charge from an NBO analysis.
Element x y z (Å)
O: -1.132 -2.061 1.929  -0.47
C: -0.654 -1.307 1.029  0.50
C: 0.087 -1.756 -0.151  -0.30
C: 0.694 -0.865 -0.941  -0.08
C: 0.468 0.559 -0.251  -0.43
C: -0.038 1.891 -0.585  0.08
N: -0.928 2.380 0.228  -0.23
N: -1.238 1.367 1.070  -0.22
C: -0.531 0.308 0.865  0.15
H: 0.294 -2.928 -0.418  0.25
H: 1.194 -1.133 -1.884  0.24
H: 1.445 0.789 0.334  0.29
H: 0.339 2.755 -1.224  0.22

---

According to the calculations, the structures order from most to least stable as run Q, run P.

---

Run P
Density functional theory data (the ωB97M-V functional and the def2-TZVPD basis) for the molecule C4H2O2.

SMILES	O=c1c2c1C2O
molecular weight	82.058	u
gap between HOMO and LUMO	10.0	eV

Each line ends with the natural charge from an NBO analysis.
Element x y z (Å)
O: -1.633 -1.663 1.592  -0.48
C: -0.996 -1.039 0.887  0.43
C: -0.095 0.132 0.859  0.06
C: -0.633 -0.728 -0.407  0.03
C: 0.091 0.535 -0.500  0.00
O: 1.412 0.516 -1.070  -0.74
H: -0.368 1.485 -0.825  0.21
H: 2.222 0.762 -0.536  0.50

---

Run Q
Density functional theory data (the ωB97M-V functional and the def2-TZVPD basis) for the molecule C4H2O2.

molecular weight	82.058	u
gap between HOMO and LUMO	9.1	eV

Each line ends with the natural charge from an NBO analysis.
Element x y z (Å)
O: 1.542 -0.893 0.608  -0.48
C: 0.922 0.099 0.894  0.45
C: -1.411 0.831 0.977  0.41
C: -0.420 0.373 0.259  -0.67
C: -0.567 -0.113 -1.171  0.44
O: -1.449 0.201 -1.920  -0.46
H: 1.313 0.865 1.582  0.15
H: 0.263 -0.788 -1.449  0.16

---

According to the calculations, the structures order from most to least stable as run Q, run P.

---

Run P
Density functional theory data (the ωB97M-V functional and the def2-TZVPD basis) for the molecule C4H2O2.

molecular weight	82.058	u
gap between HOMO and LUMO	8.4	eV

Each line ends with the natural charge from an NBO analysis.
Element x y z (Å)
C: -1.390 -0.659 -0.125  -0.50
C: -2.620 -0.304 -0.200  0.17
C: 1.023 1.065 0.131  0.62
C: -0.075 -0.977 -0.104  0.29
O: 1.085 -0.257 -0.213  -0.48
O: -0.004 1.627 0.106  -0.48
H: 1.926 1.595 0.365  0.16
H: 0.056 -2.088 0.039  0.22

---

Run Q
Density functional theory data (the ωB97M-V functional and the def2-TZVPD basis) for the molecule C4H2O2.

SMILES	C#CC(=O)C=O
molecular weight	82.058	u
gap between HOMO and LUMO	9.5	eV

Each line ends with the natural charge from an NBO analysis.
Element x y z (Å)
C: -0.944 0.737 -1.711  -0.09
C: -0.727 0.068 -0.733  -0.15
C: -0.248 -0.681 0.412  0.42
O: -0.718 -1.712 0.834  -0.45
C: 0.976 -0.063 1.087  0.37
O: 0.926 1.013 1.622  -0.46
H: -1.145 1.335 -2.569  0.24
H: 1.881 -0.697 1.058  0.13

---

Run R
Density functional theory data (the ωB97M-V functional and the def2-TZVPD basis) for the molecule C4H2O2.

SMILES	O=C=C=CC=O
molecular weight	82.058	u
gap between HOMO and LUMO	8.3	eV

Each line ends with the natural charge from an NBO analysis.
Element x y z (Å)
O: -0.917 2.477 0.974  -0.42
C: -0.197 1.677 0.529  0.69
C: 0.795 0.927 0.074  -0.35
C: 0.843 -0.342 -0.321  -0.16
C: -0.441 -1.126 -0.268  0.38
O: -0.572 -2.093 0.436  -0.48
H: 1.771 -0.853 -0.588  0.23
H: -1.282 -0.667 -0.837  0.12

---

According to the calculations, the structures order from most to least stable as run R, run Q, run P.

---

Run P
Density functional theory data (the ωB97M-V functional and the def2-TZVPD basis) for the molecule C18H20N2O3S.

SMILES	COC(=O)Cc1ccc(NC(=S)NCc2ccccc2OC)cc1
molecular weight	344.436	u
gap between HOMO and LUMO	8.5	eV

Each line ends with the natural charge from an NBO analysis.
Element x y z (Å)
C: 7.325 0.598 1.398  -0.26
O: 6.540 0.647 0.215  -0.51
C: 6.203 -0.534 -0.318  0.81
O: 6.552 -1.592 0.130  -0.59
C: 5.298 -0.344 -1.518  -0.52
C: 3.893 -0.206 -0.990  -0.04
C: 3.384 1.042 -0.653  -0.19
C: 2.109 1.164 -0.143  -0.24
C: 1.306 0.038 0.055  0.14
N: 0.026 0.268 0.561  -0.57
C: -0.968 -0.565 0.982  0.29
S: -0.913 -2.214 0.963  -0.25
N: -2.038 0.092 1.497  -0.59
C: -3.287 -0.574 1.803  -0.25
C: -4.161 -0.718 0.582  -0.11
C: -4.492 -1.963 0.080  -0.16
C: -5.287 -2.086 -1.048  -0.24
C: -5.752 -0.950 -1.680  -0.19
C: -5.423 0.308 -1.200  -0.32
C: -4.623 0.432 -0.074  0.37
O: -4.226 1.631 0.467  -0.54
C: -4.747 2.817 -0.081  -0.25
C: 1.817 -1.213 -0.274  -0.20
C: 3.097 -1.324 -0.785  -0.19
H: 6.769 0.109 2.200  0.19
H: 7.548 1.629 1.660  0.19
H: 8.246 0.039 1.219  0.19
H: 5.596 0.557 -2.052  0.23
H: 5.382 -1.219 -2.161  0.24
H: 3.992 1.924 -0.791  0.21
H: 1.726 2.145 0.110  0.20
H: -0.166 1.255 0.694  0.38
H: -2.144 1.076 1.290  0.39
H: -3.797 0.026 2.561  0.21
H: -3.050 -1.558 2.211  0.25
H: -4.116 -2.844 0.577  0.22
H: -5.538 -3.064 -1.430  0.22
H: -6.374 -1.031 -2.560  0.21
H: -5.794 1.180 -1.715  0.22
H: -4.356 3.626 0.536  0.20
H: -5.841 2.831 -0.041  0.18
H: -4.419 2.962 -1.116  0.18
H: 1.220 -2.096 -0.129  0.25
H: 3.482 -2.303 -1.028  0.22

---

Run Q
Density functional theory data (the ωB97M-V functional and the def2-TZVPD basis) for a cluster of 2 separate species, C18H20N2O3S in total.

SMILES	Cc1ccc(S(=O)(=O)N=C=O)cc1.c1ccc([C@H]2CCCN2)cc1
molecular weight	344.436	u
gap between HOMO and LUMO	9.2	eV

Each line ends with the natural charge from an NBO analysis.
Element x y z (Å)
C: -6.497 -0.872 -2.211  -0.64
C: -5.003 -0.787 -2.319  0.02
C: -4.227 -1.953 -2.351  -0.22
C: -2.833 -1.882 -2.416  -0.15
C: -2.207 -0.629 -2.410  -0.37
S: -0.423 -0.509 -2.493  2.26
O: 0.086 -1.857 -2.520  -0.91
O: -0.076 0.471 -3.490  -0.90
N: 0.169 0.222 -0.918  -0.86
C: 1.410 0.352 -0.846  0.91
O: 2.586 0.251 -1.039  -0.54
C: -2.973 0.541 -2.454  -0.11
C: -4.362 0.457 -2.376  -0.23
H: -6.934 0.132 -2.172  0.22
H: -6.942 -1.403 -3.061  0.23
H: -6.798 -1.408 -1.302  0.23
H: -4.727 -2.922 -2.319  0.22
H: -2.236 -2.788 -2.474  0.25
H: -2.479 1.510 -2.540  0.23
H: -4.970 1.368 -2.353  0.22
C: 1.867 -2.780 3.238  -0.22
C: 2.999 -2.074 3.637  -0.23
C: 3.193 -0.750 3.211  -0.15
C: 2.235 -0.107 2.408  -0.04
C: 2.466 1.314 1.937  -0.07
C: 3.887 1.629 1.378  -0.41
C: 3.666 2.802 0.402  -0.42
C: 2.128 2.953 0.309  -0.22
N: 1.581 1.675 0.852  -0.60
C: 1.076 -0.815 2.058  -0.22
C: 0.894 -2.146 2.464  -0.20
H: 1.745 -3.827 3.520  0.21
H: 3.765 -2.551 4.267  0.21
H: 4.096 -0.197 3.495  0.20
H: 2.245 2.013 2.785  0.19
H: 4.606 1.858 2.177  0.21
H: 4.282 0.781 0.812  0.23
H: 4.131 3.719 0.780  0.21
H: 4.110 2.586 -0.585  0.23
H: 1.844 3.803 0.959  0.18
H: 1.714 3.123 -0.688  0.21
H: 0.588 1.730 1.091  0.40
H: 0.316 -0.350 1.424  0.22
H: 0.002 -2.680 2.133  0.22

---

According to the calculations, the structures order from most to least stable as run P, run Q.

---

Run P
Density functional theory data (the ωB97M-V functional and the def2-TZVPD basis) for the molecule C5H10N2.

molecular weight	98.149	u
gap between HOMO and LUMO	8.7	eV

Each line ends with the natural charge from an NBO analysis.
Element x y z (Å)
C: 0.070 -1.217 0.637  -0.41
C: -0.745 -0.188 -0.054  0.01
C: 0.474 0.208 0.818  -0.24
C: -0.610 -0.052 -1.543  -0.63
C: 1.764 0.673 0.241  -0.60
N: -1.926 0.434 0.594  -0.17
N: -1.857 0.557 1.741  -0.24
H: -0.379 -1.935 1.388  0.24
H: 0.697 -1.868 0.078  0.21
H: -0.667 0.972 -2.035  0.22
H: -1.347 -0.788 -2.141  0.22
H: 0.328 -0.340 -1.849  0.23
H: 2.227 1.165 0.985  0.21
H: 1.696 1.282 -0.594  0.20
H: 2.409 -0.266 -0.155  0.18
H: -2.583 0.811 -0.053  0.31
H: 0.448 0.549 1.942  0.26

---

Run Q
Density functional theory data (the ωB97M-V functional and the def2-TZVPD basis) for the molecule C5H10N2.

SMILES	CC/N=C/[C@H]1CN1
molecular weight	98.149	u
gap between HOMO and LUMO	10.2	eV

Each line ends with the natural charge from an NBO analysis.
Element x y z (Å)
C: -2.273 -0.089 -0.088  -0.60
C: -1.461 0.380 -1.311  -0.24
N: -0.143 0.574 -0.732  -0.44
C: 0.581 -0.458 -0.623  0.12
C: 1.451 -0.612 0.577  -0.16
C: 2.539 0.322 0.950  -0.24
N: 1.255 0.386 1.623  -0.57
H: -3.353 -0.048 -0.231  0.21
H: -2.032 0.534 0.783  0.22
H: -1.974 -1.115 0.162  0.20
H: -1.484 -0.380 -2.114  0.17
H: -1.854 1.322 -1.701  0.20
H: 0.422 -1.353 -1.244  0.15
H: 1.471 -1.639 0.942  0.21
H: 3.348 -0.055 1.566  0.20
H: 2.808 1.106 0.245  0.20
H: 0.696 1.127 1.195  0.37

---

Run R
Density functional theory data (the ωB97M-V functional and the def2-TZVPD basis) for the molecule C5H10N2.

SMILES	C=NC(N)=C(C)C
molecular weight	98.149	u
gap between HOMO and LUMO	8.7	eV

Each line ends with the natural charge from an NBO analysis.
Element x y z (Å)
C: -1.917 -0.947 1.655  -0.06
N: -1.431 -0.207 0.760  -0.42
C: -0.075 0.028 0.612  0.26
N: 0.749 -0.167 1.732  -0.84
C: 0.355 0.275 -0.642  -0.03
C: 1.778 0.557 -1.014  -0.64
C: -0.712 0.212 -1.781  -0.63
H: -1.332 -1.505 2.399  0.15
H: -2.993 -1.043 1.696  0.17
H: 0.311 0.154 2.585  0.37
H: 1.680 0.208 1.625  0.38
H: 2.388 0.889 -0.174  0.20
H: 2.241 -0.343 -1.422  0.22
H: 1.805 1.323 -1.792  0.22
H: -0.478 -0.652 -2.412  0.20
H: -0.632 1.115 -2.379  0.20
H: -1.736 0.102 -1.448  0.25

---

Run S
Density functional theory data (the ωB97M-V functional and the def2-TZVPD basis) for the molecule C5H10N2.

SMILES	NC1C[C@@H]2N[C@H]2C1
molecular weight	98.149	u
gap between HOMO and LUMO	8.9	eV

Each line ends with the natural charge from an NBO analysis.
Element x y z (Å)
N: 1.535 1.231 0.852  -0.87
C: 0.872 -0.095 0.341  -0.12
C: -0.560 0.187 0.868  -0.41
C: -1.171 0.362 -0.427  -0.11
N: -2.007 -0.479 -1.322  -0.51
C: -0.645 -0.944 -1.073  -0.09
C: 0.792 -0.299 -1.015  -0.41
H: 2.566 1.255 0.714  0.37
H: 1.052 1.393 2.013  0.37
H: 1.200 -0.905 0.873  0.19
H: -0.937 -0.706 1.570  0.21
H: -0.817 0.942 1.573  0.21
H: -0.915 1.224 -1.006  0.20
H: -2.324 -1.257 -0.622  0.36
H: -0.789 -1.847 -0.288  0.14
H: 1.761 -0.885 -1.478  0.23
H: 0.389 0.823 -1.572  0.23

---

According to the calculations, the structures order from most to least stable as run R, run Q, run P, run S.